No. 1
C4H9NO | the ωB97M-V functional and the def2-TZVPD basis

Properties
relative energy (zero: lowest compared OMol25 entry of this formula, charge and spin) = 2.219 eV
SMILES string = C[C@@H](O)[C@H]1CN1
highest occupied orbital energy = -0.3599 hartree
E_LUMO = 1.04 eV
Kohn-Sham gap = 10.8 eV

Atoms and positions in Å:
C -2.0048 0.0186 -0.1663
C -0.6050 0.5855 -0.0008
O -0.3528 0.9339 1.3405
C 0.5085 -0.3370 -0.5136
C 1.8590 0.1510 -0.2263
N 1.2682 -0.9140 0.5988
H -2.7309 0.7434 0.2141
H -2.2281 -0.1801 -1.2208
H -2.1127 -0.9110 0.4021
H -0.5211 1.5128 -0.5845
H 0.0678 0.1411 1.7250
H 0.3115 -0.8622 -1.4506
H 2.0065 1.0801 0.3040
H 2.6342 -0.1738 -0.9195
H 1.9433 -1.6433 0.4612

No. 2
C8H15BrSi | the ωB97M-V functional and the def2-TZVPD basis

Properties
relative energy (zero: lowest compared OMol25 entry of this formula, charge and spin) = 4.078 eV
highest occupied orbital energy (alpha / beta) = -0.2875 / -0.2854 hartree
E_LUMO (alpha / beta) = -0.20 / -0.19 eV
Kohn-Sham gap (alpha / beta) = 7.6 / 7.6 eV

Atoms and positions in Å:
C 2.1348 -4.5365 -0.3621
C 1.4181 -3.2736 -0.3370
C 0.8378 -0.8558 -0.8133
C 1.8641 -2.1328 -1.0059
C 0.6788 0.7668 -0.6064
C -1.2991 0.6597 1.7978
C -2.3891 1.8257 -0.8377
C -0.3447 3.4210 0.8019
Si -0.8431 1.5876 0.1778
Br 2.1530 1.7736 -1.1031
H 1.9236 -5.4482 0.2370
H 2.9785 -4.7492 -1.1087
H 0.4885 -3.2119 0.1338
H 0.2927 -1.0304 -1.7276
H 0.1659 -1.1513 -0.0350
H 2.8210 -2.0381 -1.4474
H -0.9333 1.0740 2.6824
H -2.3434 0.6137 1.9133
H -0.7955 -0.2833 1.6628
H -2.2431 2.4414 -1.8636
H -2.8134 0.8501 -1.0992
H -2.9654 2.4637 -0.1650
H 0.6001 3.4543 1.3162
H -0.4795 4.2226 0.0581
H -0.9074 3.5568 1.7310

We obtain strongest force on any atom values of 1.51; 3.96 eV/Å for the records listed above, in that order.